1.
21
Properties=species:S:1:pos:R:3 method="wB97M-V/def2-TZVPD" total_charge=0 homo_lumo_gap_ha=0.275 multiplicity=1 largest_force_ev_per_a=4.89 homo_energy_ev=-7.9
C 2.95 -0.43 -0.13
C 2.09 0.54 0.66
C 0.74 0.92 -0.04
S -0.10 2.19 0.63
N 0.39 0.49 -1.20
C -0.73 0.17 -1.78
C -2.02 0.10 -1.06
C -2.19 -0.25 0.22
C -1.20 -0.87 1.15
O -3.48 -0.16 0.71
H 2.50 -1.37 -0.43
H 3.85 -0.86 0.46
H 3.55 0.16 -0.97
H 2.57 1.49 0.86
H 1.64 0.04 1.54
H -0.76 0.20 -2.90
H -2.76 0.61 -1.73
H -1.57 -1.83 1.46
H -1.04 -0.20 1.94
H -0.30 -1.10 0.59
H -4.13 0.16 0.04

2.
196
Properties=species:S:1:pos:R:3 method="wB97M-V/def2-TZVPD" total_charge=0 homo_lumo_gap_ha=0.344 multiplicity=1 largest_force_ev_per_a=4.69 homo_energy_ev=-9.3
C 10.36 -5.30 12.85
C 10.31 -4.04 11.98
O 8.94 -3.75 11.69
P 8.55 -2.44 10.76
O 9.31 -2.31 9.53
O 8.78 -1.22 11.83
C 8.96 0.10 11.46
C 10.36 0.36 10.92
O 6.92 -2.50 10.55
C 6.25 -3.30 9.56
C 6.19 -2.50 8.27
H 10.01 -6.17 12.30
H 11.37 -5.57 13.15
H 9.85 -5.30 13.82
H 10.63 -3.15 12.52
H 10.91 -4.24 11.09
H 8.19 0.44 10.77
H 8.77 0.55 12.43
H 11.11 0.15 11.69
H 10.65 -0.26 10.07
H 10.51 1.40 10.66
H 6.84 -4.19 9.34
H 5.27 -3.56 9.97
H 5.65 -3.00 7.46
H 5.65 -1.56 8.34
H 7.11 -2.19 7.78
C 4.99 10.23 -5.75
C 5.66 8.93 -6.25
O 6.35 8.19 -5.16
P 7.46 8.80 -4.19
O 8.34 9.76 -4.79
O 6.53 9.48 -2.99
C 5.42 8.70 -2.44
C 5.02 9.35 -1.12
O 8.13 7.48 -3.50
C 9.49 7.46 -3.07
C 9.55 8.16 -1.70
H 5.72 10.81 -5.17
H 4.55 10.72 -6.62
H 4.17 10.03 -5.06
H 4.94 8.25 -6.69
H 6.34 9.14 -7.09
H 4.61 8.87 -3.15
H 5.67 7.65 -2.30
H 5.96 9.31 -0.57
H 4.81 10.39 -1.39
H 4.16 8.88 -0.66
H 9.77 6.41 -2.96
H 10.15 7.99 -3.75
H 9.24 9.21 -1.68
H 8.89 7.68 -0.98
H 10.59 8.11 -1.37
C -12.97 9.31 3.37
C -11.95 9.04 2.25
O -11.93 7.61 2.15
P -12.28 6.92 0.69
O -12.49 5.46 0.78
O -13.56 7.78 0.02
C -13.90 7.50 -1.33
C -15.33 8.10 -1.67
O -11.03 7.26 -0.24
C -9.98 6.26 -0.44
C -8.82 6.96 -1.22
H -12.56 8.97 4.32
H -13.28 10.36 3.35
H -13.96 8.86 3.23
H -12.37 9.49 1.34
H -10.98 9.49 2.44
H -13.22 7.96 -2.05
H -14.11 6.44 -1.42
H -15.49 7.79 -2.70
H -16.12 7.57 -1.13
H -15.43 9.17 -1.52
H -9.61 5.92 0.54
H -10.37 5.31 -0.80
H -7.95 6.37 -1.51
H -9.25 7.33 -2.15
H -8.39 7.80 -0.67
C -8.67 -6.75 -6.18
C -7.28 -6.80 -6.94
O -7.03 -5.54 -7.39
P -7.52 -5.02 -8.86
O -8.89 -5.47 -9.32
O -7.25 -3.42 -8.82
C -5.96 -2.93 -8.52
C -6.10 -1.89 -7.38
O -6.31 -5.54 -9.88
C -6.67 -6.14 -11.11
C -5.37 -6.41 -11.98
H -8.63 -5.83 -5.58
H -9.50 -6.54 -6.85
H -8.81 -7.57 -5.48
H -6.51 -6.93 -6.18
H -7.16 -7.53 -7.74
H -5.29 -3.74 -8.22
H -5.63 -2.43 -9.43
H -6.78 -2.29 -6.62
H -5.13 -1.73 -6.93
H -6.51 -0.94 -7.72
H -7.18 -7.08 -10.91
H -7.24 -5.37 -11.63
H -4.72 -5.53 -11.95
H -4.76 -7.24 -11.62
H -5.64 -6.65 -13.01
C -0.11 -7.17 -1.92
C -1.40 -6.19 -1.83
O -1.61 -5.95 -0.46
P -1.90 -7.16 0.64
O -0.76 -8.04 1.03
O -3.10 -8.04 -0.07
C -3.63 -9.24 0.54
C -4.03 -10.40 -0.33
O -2.61 -6.39 1.87
C -1.89 -5.61 2.76
C -2.75 -5.37 3.96
H -0.25 -8.16 -1.48
H 0.22 -7.37 -2.94
H 0.66 -6.65 -1.35
H -1.34 -5.35 -2.52
H -2.32 -6.64 -2.20
H -2.88 -9.69 1.19
H -4.42 -8.92 1.22
H -4.69 -9.85 -1.01
H -3.31 -10.77 -1.06
H -4.58 -11.18 0.19
H -0.99 -6.13 3.11
H -1.56 -4.70 2.27
H -3.70 -5.03 3.55
H -3.05 -6.30 4.44
H -2.37 -4.58 4.61
C 3.30 0.10 -0.75
C 1.80 -0.12 -0.71
O 1.15 0.90 0.05
P 0.29 2.08 -0.70
O 0.08 3.21 0.19
O 1.08 2.39 -2.11
C 0.44 2.93 -3.20
C 1.29 2.57 -4.43
O -1.07 1.38 -1.17
C -2.04 1.00 -0.20
C -3.05 -0.08 -0.56
H 3.84 -0.65 -1.32
H 3.44 1.11 -1.12
H 3.75 0.03 0.24
H 1.28 -0.39 -1.63
H 1.71 -1.07 -0.18
H -0.55 2.51 -3.35
H 0.30 4.00 -3.12
H 0.71 2.83 -5.32
H 2.19 3.17 -4.56
H 1.36 1.48 -4.45
H -1.49 0.58 0.64
H -2.53 1.91 0.15
H -2.56 -0.74 -1.26
H -3.37 -0.62 0.33
H -3.92 0.44 -0.97
C 6.50 3.77 5.86
N 6.59 5.23 5.86
C 5.32 5.89 5.90
C 7.71 5.87 6.19
O 8.83 5.31 6.26
H 5.73 3.39 5.20
H 6.09 3.47 6.82
H 7.43 3.20 5.77
H 4.61 5.45 6.61
H 5.48 6.92 6.21
H 5.09 5.77 4.84
H 7.43 6.92 6.40
C 8.33 -6.04 2.44
N 7.42 -7.11 2.10
C 7.27 -8.06 3.17
C 6.89 -7.36 0.89
O 7.17 -6.74 -0.13
H 9.32 -6.48 2.56
H 8.12 -5.32 3.23
H 8.38 -5.37 1.58
H 7.11 -7.53 4.11
H 6.36 -8.66 3.21
H 8.16 -8.69 3.29
H 6.26 -8.26 0.85
Cl 8.48 -1.06 -7.30
C 7.20 -2.29 -6.98
C 7.81 -3.73 -6.95
Cl 8.18 -4.23 -8.61
H 6.48 -2.23 -7.79
H 6.68 -2.06 -6.05
H 7.08 -4.45 -6.57
H 8.72 -3.76 -6.35
Cl -12.45 -3.09 3.08
C -11.13 -2.60 1.92
C -10.58 -3.75 1.08
Cl -9.87 -5.04 2.02
H -10.43 -2.02 2.52
H -11.54 -1.79 1.31
H -9.89 -3.52 0.27
H -11.50 -4.20 0.70